(1)
A molecular structure, C5H7CrO3 at a distorted geometry. Source: the Open Molecules 2025 dataset; level of theory: ωB97M-V/def2-TZVPD.

Last column: Mulliken spin population.
Positions of all 16 atoms, in Å:
1 O 0.551 -0.032 6.156  0.00
2 C 1.211 0.610 5.365  -0.03
3 O 2.454 0.596 5.106  0.05
4 Cr 2.532 2.435 4.257  5.04
5 O 0.623 1.640 4.634  -0.05
6 C -0.808 1.655 4.455  -0.01
7 H -1.016 2.568 3.889  0.00
8 H -1.120 0.774 3.881  0.00
9 H -1.327 1.723 5.419  0.00
10 C 0.092 -3.569 6.651  0.00
11 C -0.965 -2.835 6.889  0.00
12 C -1.988 -2.013 6.967  0.00
13 H 0.485 -4.258 7.402  0.00
14 H 0.793 -3.274 5.843  0.00
15 H -2.969 -2.302 6.582  0.00
16 H -1.904 -1.069 7.510  0.00

Forces on atoms 1 to 3 (eV/Å):
O 0.1 0.2 -0.8
C -0.2 -1.2 1.7
O 0.3 0.2 -0.1

As for the spin multiplicity: 6. As for the strongest force on any atom: 0.0409 hartree/bohr. As for the expectation value of S²: 8.7560. Its HOMO-LUMO gap (spin up / spin down) is 6.59 / 8.43 eV. The value obtained for the energy above the lowest of the compared OMol25 structures with the same formula, charge and spin is 0.0 kcal/mol. The calculation puts the total energy at -1464.7856 a.u.

***

(2)
A single C5H7F2N molecule at a distorted geometry. Source: the Open Molecules 2025 dataset; level of theory: ωB97M-V/def2-TZVPD.

Last column: Mulliken charge in e.
Positions of all 15 atoms, in Å:
1 N 2.314 0.283 0.663  -0.62
2 C 1.057 1.115 0.686  -0.82
3 C 0.137 0.498 -0.463  0.51
4 C -0.680 -0.539 0.036  -0.64
5 C -0.445 -1.131 1.211  -0.23
6 F -1.365 -1.956 1.806  -0.29
7 C -0.150 1.045 -1.669  -0.21
8 F -1.161 0.568 -2.493  -0.25
9 H 3.018 0.515 -0.251  0.28
10 H 2.858 0.793 1.497  0.27
11 H 1.305 2.192 0.466  0.36
12 H 0.395 1.042 1.720  0.34
13 H -1.510 -0.906 -0.417  0.49
14 H 0.359 -0.741 1.825  0.46
15 H 0.601 1.699 -2.116  0.35

Forces on atoms 1 to 3 (eV/Å):
N 3.1 2.8 1.0
C -0.7 0.2 -1.8
C -0.5 2.1 0.3

The SMILES is NCC(/C=C/F)=C/F. As for the strongest force on any atom: 0.0843 hartree/bohr. Its HOMO-LUMO gap is 9.20 eV. The value obtained for the energy above the lowest of the compared OMol25 structures with the same formula, charge and spin is 60.4 kcal/mol. The calculation puts the total energy at -449.0790 a.u.

***

(3)
A single C5H7F2NO2 molecule at a distorted geometry. Source: the Open Molecules 2025 dataset; level of theory: ωB97M-V/def2-TZVPD.

Last column: Mulliken charge in e.
Positions of all 17 atoms, in Å:
1 C 1.535 1.233 -0.070  0.47
2 C -0.930 -1.385 0.562  -0.95
3 C -1.227 0.190 0.581  -0.44
4 C 0.597 0.558 -1.013  -0.29
5 C 0.468 -1.572 -0.070  0.75
6 N -0.764 0.776 -0.711  -0.39
7 O 2.636 0.851 0.149  -0.55
8 O 1.143 2.437 0.394  -0.51
9 F 0.671 -2.433 -1.116  -0.31
10 F 1.430 -1.773 0.866  -0.27
11 H -0.762 -1.581 1.574  0.33
12 H -1.602 -2.022 0.219  0.50
13 H -2.383 0.326 0.618  0.37
14 H -0.704 0.621 1.542  0.24
15 H 0.968 0.363 -2.012  0.41
16 H -1.330 0.618 -1.499  0.26
17 H 0.254 2.792 -0.014  0.37

Forces on atoms 1 to 3 (eV/Å):
C -0.2 0.7 -1.5
C 4.8 3.7 0.3
C -1.3 -0.5 -0.6

As for the strongest force on any atom: 0.1180 hartree/bohr. Its HOMO-LUMO gap (spin up / spin down) is 8.75 / 8.75 eV. The value obtained for the energy above the lowest of the compared OMol25 structures with the same formula, charge and spin is 60.5 kcal/mol. The calculation puts the total energy at -599.5902 a.u.

***

(4)
A molecular structure, C5H7F3N2O at a distorted geometry. Source: the Open Molecules 2025 dataset; level of theory: ωB97M-V/def2-TZVPD.

Last column: Mulliken charge in e.
Positions of all 18 atoms, in Å:
1 C 0.094 1.426 -0.949  -0.72
2 C -0.737 1.914 0.000  -0.54
3 C 0.293 -0.019 -0.505  0.36
4 C -1.448 -1.567 0.528  -0.91
5 C 2.027 -0.116 0.342  0.76
6 N -1.338 0.925 0.796  -0.40
7 N -0.800 -0.327 0.294  0.35
8 O 0.558 -0.937 -1.483  -0.53
9 F 2.214 0.513 1.552  -0.29
10 F 2.304 -1.386 0.526  -0.26
11 F 2.983 0.339 -0.541  -0.30
12 H 0.706 1.631 -1.712  0.59
13 H -1.116 2.937 0.081  0.42
14 H -1.236 -2.238 -0.325  0.31
15 H -1.036 -2.134 1.377  0.31
16 H -2.665 -1.469 0.580  0.26
17 H -1.180 1.069 1.764  0.24
18 H 0.375 -0.560 -2.325  0.35

Forces on atoms 1 to 3 (eV/Å):
C -2.2 -2.9 4.9
C 0.0 0.7 -1.8
C 2.3 0.6 0.5

As for the strongest force on any atom: 0.1175 hartree/bohr. Its HOMO-LUMO gap is 8.87 eV. The value obtained for the energy above the lowest of the compared OMol25 structures with the same formula, charge and spin is 54.2 kcal/mol. The calculation puts the total energy at -678.9573 a.u.